24
Properties=species:S:1:pos:R:3 method="wB97M-V/def2-TZVPD" multiplicity=2 s_squared=0.76 charge=+1 relative_energy_kcal_mol=78.2 total_energy_ev=-9450.2895 e_homo_ev="-13.19 / -13.12" orbital_gap_ev="9.8941 / 4.6501"
C -1.795 -0.783 0.705
N -0.398 -1.471 0.237
C -0.047 -0.384 -0.870
C 1.460 -0.293 -1.025
C 1.699 0.675 -2.361
N 3.089 0.890 -2.571
C -1.723 -0.572 2.217
C -1.692 0.925 2.514
H -1.993 0.242 0.286
H -2.645 -1.630 0.363
H 0.204 -1.269 1.009
H -0.510 0.533 -0.517
H -0.606 -0.651 -1.754
H 1.855 0.235 -0.019
H 1.861 -1.236 -1.116
H 1.164 0.235 -3.187
H 1.157 1.671 -2.067
H 3.574 0.249 -3.207
H 3.730 1.017 -1.780
H -2.600 -0.991 2.801
H -0.947 -1.110 2.725
H -1.775 1.082 3.509
H -2.399 1.336 1.890
H -0.663 1.303 2.218